Entry 1:
Formula: C56H53F3N11O5S6Ti
Source: the OMol25 dataset
Level of theory: the ωB97M-V functional and the def2-TZVPD basis

Output
Kohn-Sham gap   5.93 eV
Energy above the lowest of the compared OMol25 structures with the same formula, charge and spin   440.6 kJ/mol

The geometry in ORCA input format:
```
! RIJCOSX wB97M-V def2-TZVPD def2/J DEFGRID3
* xyz 1 1
Ti 0.31837 0.27108 0.19889
S 1.55225 -3.48519 1.35717
C 3.09030 -3.10298 2.02734
N 3.98500 -4.10062 2.26669
C 5.31656 -3.74207 2.68078
C 5.23628 -2.59581 3.67722
N 4.52001 -1.50247 3.07283
C 4.90389 -0.17484 3.48667
C 6.18729 0.25172 2.82132
C 7.31103 0.56975 3.57101
C 8.47100 1.00350 2.95169
C 8.52668 1.09603 1.57230
C 7.41602 0.75265 0.81723
C 6.25236 0.33317 1.43524
C 3.42745 -1.76593 2.30072
S 2.52454 -0.44107 1.66354
C 3.71241 -5.49571 2.01832
C 3.72196 -6.29136 3.29875
C 2.69989 -6.12607 4.22596
C 2.69487 -6.86278 5.39601
C 3.70727 -7.77417 5.65039
C 4.73440 -7.93300 4.73737
C 4.74437 -7.18998 3.56991
H 5.90763 -3.42329 1.81226
H 5.78999 -4.61009 3.14099
H 6.23749 -2.25023 3.94361
H 4.72039 -2.93680 4.58402
H 5.02254 -0.15943 4.57614
H 4.09867 0.51242 3.21320
H 7.27205 0.49992 4.64893
H 9.32851 1.27521 3.54901
H 9.43034 1.43708 1.08858
H 7.45623 0.82658 -0.25962
H 5.37583 0.09215 0.85228
H 4.46497 -5.88803 1.32380
H 2.72533 -5.55263 1.55240
H 1.90304 -5.42750 4.01707
H 1.89339 -6.73818 6.10823
H 3.69426 -8.36206 6.55556
H 5.52472 -8.64344 4.92586
H 5.54385 -7.32263 2.85404
N -1.02210 1.52136 0.75441
S -1.70626 2.67642 0.14809
N -3.20260 2.34026 -0.45054
S -3.58481 1.72919 -1.83146
N -2.86663 0.53540 -2.47563
S -1.94737 -0.59822 -1.57350
N -0.66465 0.14866 -1.40241
C -1.89094 -1.71776 -2.98452
C -1.22087 -1.23578 -4.09589
C -1.09467 -2.03808 -5.21679
C -1.62532 -3.31966 -5.21305
C -2.27797 -3.79905 -4.08923
C -2.41078 -2.99720 -2.96646
C -3.31994 -0.99384 -0.44703
C -4.46594 -1.48356 -1.04778
C -5.53460 -1.86493 -0.25223
C -5.45270 -1.75147 1.12583
C -4.31320 -1.21992 1.70954
C -3.23979 -0.82552 0.92121
C -3.68814 3.00615 -3.09189
C -4.23991 4.22540 -2.72369
C -4.35934 5.23017 -3.66503
C -3.95302 4.99927 -4.97223
C -3.42964 3.76633 -5.33823
C -3.28530 2.76254 -4.39578
C -5.31432 1.34385 -1.59304
C -6.02499 0.94757 -2.71450
C -7.36752 0.64946 -2.58893
C -7.98019 0.74390 -1.34739
C -7.25278 1.12071 -0.22864
C -5.90901 1.42875 -0.34771
C -2.22259 3.81732 1.43675
C -3.21559 4.75592 1.21239
C -3.56018 5.63101 2.23076
C -2.93599 5.53007 3.46433
C -1.98062 4.55171 3.69157
C -1.61164 3.69236 2.67135
C -1.07442 3.60275 -1.28174
C -1.22591 4.97284 -1.36430
C -0.88922 5.62022 -2.54479
C -0.40460 4.90456 -3.62758
C -0.25127 3.53207 -3.52781
C -0.59114 2.87827 -2.35526
H -0.80423 -0.24066 -4.05473
H -0.58173 -1.66676 -6.09094
H -1.52720 -3.94575 -6.08591
H -2.68895 -4.79750 -4.08426
H -2.88134 -3.36815 -2.07338
H -4.52791 -1.56048 -2.12209
H -6.42916 -2.25296 -0.71194
H -6.27445 -2.07889 1.74518
H -4.24558 -1.12845 2.78341
H -2.33965 -0.41217 1.36436
H -4.57383 4.35993 -1.70547
H -4.77455 6.18618 -3.38359
H -4.05003 5.78122 -5.70822
H -3.13985 3.58628 -6.36226
H -2.87746 1.79210 -4.63693
H -5.50975 0.87848 -3.65937
H -7.93487 0.34831 -3.45527
H -9.03118 0.52228 -1.25165
H -7.73133 1.17682 0.73650
H -5.30868 1.72491 0.49739
H -3.71551 4.77673 0.25629
H -4.31323 6.38598 2.05855
H -3.19708 6.21864 4.25211
H -1.51513 4.46237 4.65949
H -0.85589 2.93351 2.80184
H -1.57692 5.52796 -0.51091
H -1.01873 6.68960 -2.61944
H -0.13652 5.41831 -4.53896
H 0.12164 2.96461 -4.36626
H -0.49521 1.80303 -2.26372
N 2.89112 -0.24897 -1.97926
N 2.60493 -1.58391 -2.27868
C 1.53258 -2.11759 -1.61356
N 1.07561 -3.33114 -2.01467
N 1.02476 -1.41152 -0.64940
N -0.01745 -1.92932 0.10159
O -0.29116 -1.08532 1.11008
O -1.06814 -2.26356 -0.59332
H 2.22802 0.42261 -2.37053
H 3.85561 -0.02607 -2.18347
H 2.70987 -1.90019 -3.24470
H 1.72057 -3.94735 -2.48282
H 0.40940 -3.75980 -1.38700
F 3.60474 3.43502 2.16004
C 3.13855 3.18861 0.93931
F 3.90555 2.24700 0.38557
F 3.29155 4.29697 0.21454
S 1.34049 2.61537 0.92042
O 1.39558 1.75493 -0.27844
O 0.58489 3.81889 0.73766
O 1.16227 1.89754 2.14190
*
```

=====

Entry 2:
Formula: C56H54AsN4O2P2STi
Source: the OMol25 dataset
Level of theory: the ωB97M-V functional and the def2-TZVPD basis

Output
Kohn-Sham gap (spin up / spin down)   5.76 / 6.92 eV
Energy above the lowest of the compared OMol25 structures with the same formula, charge and spin   0.0 kJ/mol

The geometry in ORCA input format:
```
! RIJCOSX wB97M-V def2-TZVPD def2/J DEFGRID3
* xyz 1 3
Ti 0.19744 0.02764 0.13753
C 3.72292 -2.58677 1.50330
O 2.59906 -2.64899 2.41446
C 1.66879 -1.84924 1.89491
N 1.86568 -1.36082 0.71165
C 3.14177 -1.95035 0.22909
C 4.12653 -1.01886 -0.44177
C 3.77011 0.19699 -0.99561
C 4.71919 1.00330 -1.61316
C 6.03985 0.59795 -1.68630
C 6.40894 -0.62756 -1.14351
C 5.45865 -1.42750 -0.53148
C 0.46801 -1.56342 2.63750
C 0.15272 -2.02427 3.89916
C -1.07837 -1.69067 4.46143
C -1.97117 -0.91265 3.71771
C -1.59686 -0.47404 2.47243
N -0.38306 -0.77445 1.91769
C -2.39038 0.27949 1.53038
N -1.85078 0.65295 0.41764
C -2.90556 1.25296 -0.41681
C -4.15533 1.14847 0.49339
O -3.67375 0.54642 1.72894
C -2.58909 2.65387 -0.87655
C -2.79518 3.00667 -2.20311
C -2.52856 4.29772 -2.63987
C -2.05601 5.24613 -1.74782
C -1.85748 4.90230 -0.41651
C -2.12554 3.61425 0.01572
H 4.09665 -3.59829 1.37055
H 4.48321 -1.95364 1.95740
H 2.87882 -2.73373 -0.48778
H 2.75061 0.55250 -0.95845
H 4.40640 1.95194 -2.03405
H 6.78081 1.22554 -2.16546
H 7.43777 -0.96052 -1.19709
H 5.76492 -2.38350 -0.11983
H 0.86176 -2.64533 4.43086
H -1.34397 -2.04082 5.44806
H -2.95042 -0.65945 4.10181
H -3.03418 0.62537 -1.30179
H -4.91620 0.48217 0.09400
H -4.58682 2.11600 0.73688
H -3.16232 2.26599 -2.90616
H -2.68661 4.55815 -3.67832
H -1.84374 6.25188 -2.08575
H -1.49159 5.64085 0.28604
H -1.96400 3.35550 1.05654
C 1.43868 3.27803 0.68375
P 1.40452 1.81947 1.77421
C 3.12114 1.44110 2.23098
C 3.34987 0.53574 3.26956
C 4.64184 0.19260 3.63184
C 5.72317 0.73606 2.94699
C 5.50399 1.63096 1.91218
C 4.20874 1.98839 1.56040
C 0.70607 2.46362 3.32960
C -0.67776 2.54373 3.45761
C -1.25976 3.09421 4.58925
C -0.45664 3.57038 5.61536
C 0.92454 3.50226 5.49669
C 1.50429 2.95622 4.36123
C 1.28806 2.84288 -0.73793
C 1.62546 3.54193 -1.86341
C 1.14047 2.79303 -2.96978
C 0.53546 1.67935 -2.45607
C -0.19757 0.61893 -3.20861
P 0.12817 -1.03280 -2.49624
C 1.74634 -1.52693 -3.16349
C 2.53224 -0.68073 -3.93812
C 3.77704 -1.09781 -4.39202
C 4.24882 -2.36159 -4.07981
C 3.46648 -3.22162 -3.31932
C 2.22778 -2.80320 -2.86431
C -1.04497 -2.07786 -3.42909
C -0.64594 -3.06192 -4.33035
C -1.59214 -3.80041 -5.03195
C -2.94387 -3.55335 -4.85407
C -3.35101 -2.56161 -3.97084
C -2.40842 -1.83757 -3.26080
N 0.63415 1.65885 -1.06723
H 2.32715 3.89263 0.83624
H 0.58311 3.88653 0.99589
H 2.51248 0.11734 3.81838
H 4.80432 -0.49817 4.45026
H 6.73380 0.46691 3.22650
H 6.34041 2.05599 1.37272
H 4.05839 2.68351 0.74531
H -1.31040 2.17767 2.66131
H -2.33826 3.14653 4.66865
H -0.90456 3.99820 6.50271
H 1.55660 3.88101 6.28933
H 2.58321 2.91773 4.28361
H 2.12552 4.49855 -1.88766
H 1.19986 3.05566 -4.01559
H 0.03992 0.64822 -4.27390
H -1.28184 0.75525 -3.12787
H 2.19443 0.32028 -4.17121
H 4.38192 -0.42300 -4.98372
H 5.22243 -2.68000 -4.42936
H 3.82192 -4.21760 -3.08524
H 1.61837 -3.48797 -2.28287
H 0.40260 -3.25036 -4.50880
H -1.26504 -4.55932 -5.73139
H -3.67929 -4.12359 -5.40709
H -4.40427 -2.35797 -3.82574
H -2.74373 -1.09171 -2.55447
C 0.08951 -4.62694 0.44221
As -1.79252 -4.50349 0.03275
C -2.01085 -5.41379 -1.64872
C -2.66290 -5.57616 1.37268
S -2.44419 -2.53036 -0.02851
H 0.44589 -5.64956 0.32023
H 0.24111 -4.30200 1.47065
H 0.62187 -3.95529 -0.22934
H -1.66853 -6.44574 -1.57901
H -1.43670 -4.87273 -2.40119
H -3.06359 -5.38496 -1.92146
H -2.28208 -6.59651 1.35433
H -3.73298 -5.57162 1.17725
H -2.47491 -5.12002 2.34278
*
```

=====

Entry 3:
Formula: C56H54N2O18
Source: the OMol25 dataset
Level of theory: the ωB97M-V functional and the def2-TZVPD basis

Output
Kohn-Sham gap   6.95 eV
SMILES   O=C1C=CC(=O)C=C1.O=C1C=CC(=O)C=C1.O=C1C=CC(=O)C=C1.O=C1C=CC(=O)C=C1.O=C1C=CC(=O)C=C1.O=C1C=CC(=O)C=C1.O=C1C=CC(=O)C=C1.O=C1C=CC(=O)C=C1.COC[C@H](C)N.COC[C@H](C)N

The geometry in ORCA input format:
```
! RIJCOSX wB97M-V def2-TZVPD def2/J DEFGRID3
* xyz 0 1
C 2.08530 -2.89558 3.39529
C 1.02577 -3.31146 4.09105
C 1.10401 -4.49016 4.99981
O 0.21928 -4.86787 5.76212
C 2.36626 -5.25145 4.98852
C 3.39318 -4.87207 4.20884
C 3.33830 -3.69953 3.32284
O 4.13885 -3.56672 2.39744
H 1.92401 -2.13258 2.62743
H 0.06130 -2.86742 3.88992
H 2.41042 -6.12786 5.58220
H 4.25635 -5.49685 4.15463
C -1.65276 -4.81445 2.42097
C -2.21776 -5.19134 3.56678
C -2.95599 -4.22043 4.42666
O -3.26237 -4.43622 5.61538
C -3.21081 -2.83179 3.89927
C -2.70746 -2.49692 2.69902
C -1.83861 -3.43726 1.93751
O -1.55260 -3.13372 0.80410
H -1.10627 -5.40556 1.72628
H -2.08308 -6.17587 3.96284
H -3.87520 -2.19649 4.47549
H -2.86552 -1.46138 2.26598
C 2.81658 1.44056 2.23263
C 3.51855 0.41817 2.72490
C 4.10704 0.51169 4.10177
O 4.76695 -0.40825 4.53006
C 3.93469 1.75528 4.82428
C 3.14112 2.74563 4.39466
C 2.52768 2.64343 3.01795
O 1.87562 3.53337 2.54899
H 2.39595 1.53367 1.18603
H 3.74827 -0.48125 2.17103
H 4.38479 1.80608 5.79855
H 2.94281 3.63339 5.01527
C 4.65768 -3.07585 -1.18377
C 5.92999 -2.86253 -1.50856
C 6.35018 -2.96358 -2.90365
O 7.28418 -2.28145 -3.32327
C 5.45269 -3.68584 -3.81647
C 4.15956 -3.94500 -3.53015
C 3.68817 -3.63925 -2.13816
O 2.57917 -3.99229 -1.80337
H 4.43795 -3.01566 -0.12690
H 6.61398 -2.40895 -0.79450
H 5.89811 -3.91953 -4.79933
H 3.54870 -4.49306 -4.23922
C -2.39605 5.23145 3.24233
C -1.70804 5.90826 4.18085
C -0.66964 6.82887 3.73381
O 0.28581 7.01788 4.46069
C -0.65509 7.28135 2.34096
C -1.30208 6.60238 1.40208
C -2.30968 5.58223 1.78034
O -3.13771 5.19553 0.98692
H -3.11077 4.44346 3.54608
H -1.73989 5.64855 5.24584
H -0.01273 8.10621 2.04414
H -1.29263 6.88308 0.32019
C -3.40161 1.86592 -2.54286
C -3.02478 0.95337 -1.62202
C -3.65523 0.97335 -0.31453
O -3.66032 -0.02472 0.39687
C -4.22658 2.29601 0.10483
C -4.55188 3.22694 -0.77677
C -4.25930 3.01927 -2.19874
O -4.72150 3.73268 -3.08084
H -3.04764 1.71425 -3.54685
H -2.55159 0.04856 -1.90927
H -4.66832 2.38163 1.11413
H -5.20259 4.08338 -0.59481
C 3.03945 0.80454 -5.57052
C 3.48145 -0.06039 -4.62958
C 3.66017 0.38873 -3.22540
O 3.75360 -0.33676 -2.25619
C 3.58800 1.83187 -2.96378
C 3.06312 2.65640 -3.89722
C 2.78566 2.20487 -5.24981
O 2.60694 3.05241 -6.12147
H 2.76966 0.46230 -6.57055
H 3.60228 -1.07636 -5.01514
H 4.01326 2.14986 -2.04229
H 2.93262 3.73051 -3.70152
C 0.46649 3.49744 -2.12045
C -0.02091 4.56540 -1.44454
C -0.63511 5.66752 -2.24240
O -0.72403 6.83236 -1.83598
C -1.14890 5.33476 -3.61530
C -0.76638 4.23207 -4.23593
C -0.11269 3.21900 -3.39082
O -0.14537 2.05745 -3.78500
H 1.01130 2.73409 -1.64744
H 0.18097 4.74439 -0.40080
H -1.73987 6.15125 -4.07718
H -1.14755 3.97664 -5.21113
C -5.14584 -2.80926 -0.21288
C -4.69867 -3.54774 -1.48045
C -3.92710 -2.50024 -2.41666
O -3.18543 -3.25000 -3.41121
C -2.75017 -2.39265 -4.43987
N -3.88083 -4.67214 -1.15450
H -5.92119 -3.27454 0.36809
H -5.50368 -1.79513 -0.45383
H -4.28226 -2.75628 0.44660
H -5.60459 -3.88115 -1.99752
H -3.16574 -1.95498 -1.83508
H -4.64711 -1.82673 -2.90136
H -3.50217 -2.16867 -5.20593
H -1.87895 -2.83977 -4.82584
H -2.49828 -1.45563 -3.93036
H -3.69346 -5.18232 -1.99218
H -3.03831 -4.40143 -0.63816
C -0.00426 -0.81699 -1.58071
C 0.66919 -0.61819 -0.21731
C -0.17559 -0.00426 0.80303
O -0.32337 1.34782 0.40140
C -0.89758 2.15320 1.39357
N 1.28150 -1.79846 0.51702
H -0.19537 0.21923 -1.98938
H -0.87831 -1.44674 -1.39483
H 0.62360 -1.40999 -2.20759
H 1.54193 0.03074 -0.34673
H 0.34387 -0.09542 1.74679
H -1.11840 -0.47355 0.99973
H -1.94643 1.89787 1.51001
H -0.80607 3.15030 1.04595
H -0.49629 2.01840 2.42052
H 0.52523 -2.51379 0.46490
H 1.93081 -2.21951 -0.14727
*
```